270
Properties=species:S:1:pos:R:3:forces:R:3:lowdin_charge:R:1 method="wB97M-V/def2-TZVPD" de_lowest_kcal_mol=139.7 lumo_energy_ev=0.019 gap_ha=0.3885
O 8.661369 -3.524480 -6.397626 -2.8212 -1.2611 0.5702 -0.2873
S 7.409651 -4.255330 -6.154296 0.2920 -0.2161 -0.9723 0.6930
O 7.128022 -4.858703 -4.852487 0.1586 1.1451 -1.4622 -0.3185
O 6.166572 -3.249333 -6.628525 2.1616 -0.3177 0.1038 -0.2676
C 4.791879 -3.632919 -6.523979 -0.4144 -0.2981 0.3876 -0.2642
C 3.873383 -2.420928 -6.544511 0.2250 0.8374 -0.0766 -0.0525
C 7.196070 -5.625900 -7.371940 -0.0602 0.1334 0.0447 -0.1066
H 4.721034 -4.160853 -5.573002 -0.4300 -0.1637 -0.0735 0.0984
H 4.492152 -4.281216 -7.347381 0.3524 -0.3051 0.0169 0.1164
H 4.397278 -1.519227 -6.227365 0.0882 -0.1939 0.6589 0.0611
H 2.999793 -2.592771 -5.915704 0.1228 0.0644 0.1164 0.0771
H 3.504793 -2.093608 -7.516675 0.0881 -0.6756 -0.3466 0.0829
H 7.415792 -5.361398 -8.406286 0.0635 0.5828 0.2498 0.0723
H 6.163790 -5.973351 -7.329762 -0.0572 0.2649 0.2259 0.0555
H 7.808095 -6.498359 -7.143176 0.2402 0.3720 0.5099 0.0690
O -4.977146 -0.842229 -2.104846 -2.0595 -0.4552 0.4684 -0.2705
S -6.073993 -1.779830 -1.999076 -0.2400 -2.3253 -1.1465 0.7006
O -6.492734 -2.414648 -0.725906 0.5192 1.9401 -1.8954 -0.3272
O -7.432626 -1.237113 -2.886537 0.6552 -0.7131 1.3940 -0.2785
C -8.731449 -1.854307 -2.550219 -0.8134 0.4999 1.7307 -0.2928
C -9.609896 -2.201903 -3.729957 2.4508 0.7656 -0.7678 -0.0594
C -5.706344 -3.213904 -3.097908 -0.6051 0.7910 0.5498 -0.0917
H -9.315545 -1.185766 -1.917786 0.5483 0.4766 0.3017 0.1076
H -8.591584 -2.750586 -1.945867 0.3816 -0.0193 -0.0611 0.1011
H -8.817475 -2.722051 -4.268124 -0.9548 -1.0642 -0.9575 0.0748
H -9.784721 -1.320431 -4.346839 -0.4622 0.0541 0.1949 0.0827
H -10.519321 -2.735057 -3.452860 0.3817 -0.1075 -0.1302 0.0913
H -4.824985 -3.724985 -2.710468 -0.1635 0.1313 -0.0500 0.0314
H -5.589425 -2.917019 -4.140161 0.2219 0.3030 0.2680 0.0789
H -6.616672 -3.808201 -3.019178 0.2015 -0.2623 0.0880 0.0581
O -0.044492 1.696128 4.907785 1.2690 -0.1395 -0.7274 -0.3029
S 1.391936 1.496469 4.816622 1.8571 0.8181 0.6582 0.7042
O 1.962642 0.190560 5.139944 -0.9635 2.0250 -1.0916 -0.2920
O 2.024973 1.953960 3.294760 -0.8904 -3.2221 3.3185 -0.2497
C 1.918215 3.238472 2.835849 0.1386 1.4255 -1.7003 -0.3292
C 2.014794 3.103238 1.302287 -0.7202 1.6081 0.5708 -0.0262
C 2.217978 2.822496 5.862910 -0.6873 -1.2265 -0.2590 -0.0753
H 2.726949 3.899885 3.146607 0.6689 -0.3488 0.3037 0.1088
H 1.061216 3.799002 3.209280 -0.7442 -0.4392 -0.3617 0.1107
H 1.160520 2.611652 0.836824 0.1326 -0.3514 0.2337 0.0668
H 2.978894 2.723519 0.964014 -0.1540 -0.1670 0.1773 0.0931
H 1.925074 4.144525 0.992791 0.2001 0.1091 -0.5926 0.0567
H 1.906258 2.632707 6.889994 -0.1983 -0.1587 -0.1064 0.0482
H 1.868855 3.808937 5.557692 0.1131 -0.1888 -0.1738 0.0610
H 3.298781 2.687281 5.822158 -0.1342 0.0521 -0.3722 0.0769
O -3.547416 1.296373 5.129258 -0.1925 0.8481 0.8640 -0.3147
S -3.260643 1.674256 6.500328 1.6134 -0.4526 2.9465 0.7002
O -2.965453 3.050452 6.953978 -0.9951 -2.6283 -1.4111 -0.2997
O -4.424810 1.100118 7.521011 0.6134 2.3003 -0.9872 -0.2766
C -5.156243 -0.024454 7.049283 0.2116 -0.5938 0.0857 -0.2853
C -6.089568 -0.501292 8.147604 0.0281 -0.2891 -0.1492 -0.0459
C -1.903893 0.516159 7.138963 -0.7996 1.2211 -0.5424 -0.0792
H -4.366895 -0.749616 6.851358 -0.4348 -0.6936 -0.2488 0.1132
H -5.654908 0.217038 6.110605 -0.1656 -0.0123 0.1129 0.1059
H -6.717327 -1.287622 7.728442 -0.0420 -0.0192 -0.0032 0.0690
H -6.749209 0.264385 8.555885 0.1291 0.1928 -0.2754 0.0863
H -5.535617 -0.934093 8.980634 0.1092 0.0714 -0.0343 0.0809
H -2.213811 0.127855 8.109159 -0.2116 -0.0509 -0.2587 0.0681
H -0.992183 1.090861 7.302126 -0.0996 -0.0110 -0.3776 0.0418
H -1.805705 -0.234479 6.354747 0.1562 -0.0067 0.2174 0.0493
O 2.480450 -1.734863 2.189558 -0.2297 -2.3084 1.3244 -0.2907
S 2.557909 -3.049474 2.850271 1.0128 -0.7892 1.9698 0.6977
O 3.666278 -3.382638 3.771141 -2.1943 1.3724 -1.3293 -0.3097
O 1.165174 -3.449526 3.687550 3.2688 0.8445 -0.5140 -0.2646
C -0.041625 -3.139732 3.042578 -1.4158 0.0019 1.0034 -0.2830
C -0.809528 -2.204210 4.010106 -0.3336 -0.2561 -1.1171 -0.0387
C 2.548382 -4.372386 1.676574 -0.4063 0.5762 -0.7134 -0.0987
H -0.538820 -4.102539 2.924692 -0.3917 0.0107 0.0288 0.1181
H 0.076844 -2.773857 2.022682 0.0987 0.5348 0.1769 0.0947
H -0.181437 -1.389748 4.371007 0.0667 0.1704 -0.4032 0.0561
H -1.211163 -2.683800 4.902734 0.1903 -0.5122 -0.1275 0.0763
H -1.669575 -1.852202 3.440449 -0.1119 0.4545 0.1588 0.0630
H 2.715600 -3.794908 0.767371 0.2710 -0.7585 -0.3861 0.0369
H 1.580180 -4.871398 1.635439 -0.0486 0.2395 -0.0086 0.0647
H 3.311455 -5.107281 1.932961 0.0855 0.4196 -0.1292 0.0867
O -0.718013 -5.107953 0.048228 -1.5518 -1.1331 -0.0670 -0.3187
S -1.884972 -5.942378 -0.244469 -1.0305 -0.4879 -1.3599 0.7340
O -1.750300 -7.405959 -0.415324 -0.4467 3.2489 1.0693 -0.3059
O -3.126948 -5.614424 0.864903 1.7586 -2.5646 -1.4493 -0.2644
C -3.488551 -4.282295 1.088524 -0.2003 2.0206 0.6583 -0.2906
C -4.502524 -4.212623 2.277681 0.9106 -0.7097 -0.2708 -0.0152
C -2.748936 -5.253223 -1.779413 0.7337 -0.1732 1.1743 -0.1053
H -3.885477 -3.803389 0.193428 -0.4800 -0.2666 -0.1266 0.0981
H -2.567145 -3.725230 1.258243 -0.0742 0.2609 0.4995 0.0814
H -3.976982 -4.242262 3.232159 0.1643 0.1761 -0.0079 0.0750
H -5.093940 -5.128170 2.287960 -0.2176 0.0624 -0.2827 0.0801
H -5.168105 -3.349514 2.288690 0.2718 -0.0609 -0.3511 0.0432
H -2.220097 -5.465188 -2.708651 0.3244 -0.2330 0.3688 0.0690
H -2.745199 -4.173720 -1.628533 -0.1331 -0.0619 -0.0838 0.0292
H -3.753041 -5.672713 -1.841860 0.1245 -0.0231 0.3095 0.0692
O 3.265812 -0.417100 -4.038198 -1.1273 2.2963 -0.2099 -0.2968
S 2.547154 0.827611 -4.330591 0.0091 1.3631 0.8469 0.7086
O 1.375603 1.281921 -3.551087 2.2443 -1.0401 -1.4841 -0.3269
O 3.667625 2.095262 -4.327739 -0.7745 -3.4541 -0.7105 -0.2786
C 3.161883 3.390974 -4.154484 0.4215 1.7802 0.8980 -0.2850
C 4.248230 4.432168 -4.607528 -1.0539 -0.6806 0.6404 -0.0284
C 2.174090 0.912826 -6.062822 0.3506 0.2318 0.2329 -0.0917
H 2.957852 3.407903 -3.083884 0.1414 0.9216 0.1586 0.1072
H 2.191546 3.598841 -4.605428 0.0298 -0.3565 -0.6018 0.1098
H 5.167127 4.275934 -4.042460 -0.0387 0.0373 -0.0732 0.0762
H 3.856194 5.421290 -4.370759 0.0622 0.0468 0.1561 0.0655
H 4.452161 4.438393 -5.678260 -0.0604 -0.4008 0.0133 0.0772
H 3.153188 0.755283 -6.515225 -0.2662 -0.4494 -0.3433 0.0665
H 1.898238 1.940391 -6.299716 -0.2121 -0.0522 0.2205 0.0761
H 1.373807 0.223096 -6.330979 0.2743 -0.1316 -0.0012 0.0852
O 7.080737 0.605326 -8.438540 0.3039 1.2071 0.8897 -0.2965
S 7.463180 1.842455 -7.774550 -1.7169 0.4721 1.0251 0.6412
O 6.606940 3.025713 -7.944803 1.3985 -1.7863 -0.0037 -0.3073
O 7.627795 1.624441 -6.145120 0.9925 0.0576 -1.8250 -0.2782
C 6.445967 1.208052 -5.441963 0.0699 0.0607 0.8841 -0.2500
C 6.853961 0.131123 -4.413272 0.2220 -0.0174 -0.8714 -0.0327
C 9.147808 2.184421 -8.153324 -0.2368 0.5828 0.5718 -0.1220
H 5.770637 0.906572 -6.242672 -0.5934 -0.3604 0.6390 0.0958
H 6.098619 2.082158 -4.891167 -0.3632 -0.0446 -0.4076 0.0986
H 7.403035 -0.623062 -4.977034 0.0530 -0.2543 0.2034 0.0763
H 6.045393 -0.351265 -3.864081 -0.3563 0.2519 -0.3816 0.0513
H 7.514265 0.543744 -3.650484 0.1028 0.2081 -0.1882 0.0847
H 9.415361 3.121972 -7.665960 -0.1241 0.0338 -0.0897 0.0759
H 9.145806 2.315503 -9.235414 0.3634 -0.3092 0.0882 0.0796
H 9.768752 1.400609 -7.719538 -0.1068 -0.1485 -0.5403 0.0810
O 0.007865 -0.784043 9.697824 1.3123 -0.1304 -0.1891 -0.2781
S 1.136447 -0.736019 8.801723 0.1792 -0.1143 -1.0987 0.6516
O 1.436774 0.527684 8.135640 -0.0872 -1.3300 0.8001 -0.3150
O 2.488819 -1.299520 9.536142 -3.0723 0.6117 0.6147 -0.2640
C 3.751751 -1.123971 8.964009 1.2973 -1.3661 -1.1468 -0.2730
C 4.375567 -2.535571 8.699080 -0.0226 1.1126 0.0221 -0.0489
C 0.945058 -2.053428 7.545121 0.5575 1.2895 0.5333 -0.0770
H 4.349250 -0.532554 9.657785 0.0704 -0.1108 -0.0562 0.1245
H 3.703072 -0.604600 8.006939 -0.1609 0.2404 0.0499 0.1094
H 4.486702 -3.108710 9.619552 0.2413 0.1669 -0.0266 0.0765
H 5.321241 -2.332296 8.196610 0.3197 -0.2613 0.3402 0.0776
H 3.828598 -3.160032 7.992702 -0.4166 0.2976 0.0327 0.0664
H 0.213379 -1.718619 6.809842 -0.1301 -0.1323 0.2562 0.0419
H 0.711464 -2.985974 8.058815 -0.0118 0.1697 -0.1593 0.0825
H 1.916990 -2.053852 7.051705 -0.0635 -0.3366 -0.0939 0.0562
O 4.464119 5.033728 -1.049316 0.0457 2.0496 1.0128 -0.3096
S 4.686755 6.354304 -0.450471 0.3968 0.0385 -0.2630 0.6873
O 6.041569 6.909228 -0.417838 -2.6349 -0.6469 -0.2400 -0.2894
O 3.664216 7.465576 -1.181035 1.7273 -1.5098 0.9635 -0.2544
C 2.393809 7.001997 -1.590051 -1.9510 1.5280 -1.9704 -0.2935
C 1.597870 8.238356 -2.109799 -0.3150 -0.0097 1.1942 -0.0600
C 3.989681 6.463104 1.243625 0.4781 -0.4368 -0.6329 -0.1051
H 1.728946 6.512016 -0.878735 0.7358 -0.0696 0.7471 0.1103
H 2.379139 6.379457 -2.484664 0.8782 -0.5639 0.2509 0.1013
H 0.547659 7.966516 -2.003731 -0.1577 -0.1900 -0.7683 0.0748
H 1.855113 8.599556 -3.105508 0.0028 -0.3770 0.0456 0.0781
H 1.615140 9.099294 -1.441523 0.6225 0.0041 0.2085 0.0737
H 4.109266 7.486702 1.598676 -0.0706 -0.0837 -0.2388 0.0740
H 4.562278 5.787925 1.879532 0.1279 -0.0029 -0.1634 0.0692
H 2.952268 6.128650 1.240233 0.0594 0.2108 -0.1851 0.0420
O -2.906673 0.742941 -0.369101 1.7322 -0.9506 0.7260 -0.2978
S -1.848227 0.117021 0.416874 -0.5317 -0.1846 0.9339 0.6764
O -1.887386 -1.359998 0.624292 0.3494 3.0726 -0.4287 -0.3136
O -0.400603 0.598360 -0.182273 -1.5828 -1.8639 0.9320 -0.2676
C 0.736994 -0.224363 0.250241 2.3452 0.9981 -2.0722 -0.2319
C 1.733642 0.023199 -0.928009 -0.7276 -1.1643 0.8448 -0.0536
C -1.764089 1.002727 2.039771 -0.0272 -2.2121 -0.8100 -0.0738
H 0.672150 -1.306080 0.367622 -1.2783 0.1661 -0.1736 0.0884
H 1.231241 0.134751 1.152935 -0.6480 0.3980 0.2515 0.0912
H 1.984984 1.079900 -1.019177 0.3820 -0.2458 0.1407 0.0684
H 1.326356 -0.313955 -1.881182 -0.3793 0.1257 0.2488 0.0407
H 2.540107 -0.686298 -0.742735 0.7139 0.5730 0.0749 0.0738
H -2.626125 0.581300 2.556871 -0.5003 0.8622 0.0299 0.0550
H -1.658254 2.075151 1.876041 -0.3018 -0.2398 0.0142 0.0461
H -0.956873 0.536597 2.604768 0.4686 0.3407 -0.2459 0.0466
O 4.414693 -5.054170 -1.302837 0.1599 2.0146 1.1132 -0.3032
S 5.170876 -3.819856 -1.061141 0.6415 -0.8678 -1.5438 0.7083
O 4.812439 -2.720109 -0.133287 0.8923 -3.0767 -1.6835 -0.2918
O 6.687741 -4.364173 -0.725129 -1.7574 1.9530 1.1105 -0.2771
C 7.303577 -5.405128 -1.442540 0.9872 -2.1977 -0.0357 -0.2990
C 8.776119 -5.093974 -1.432176 0.5847 1.4431 0.0569 -0.0655
C 5.479116 -3.074913 -2.699886 -0.2534 1.0307 1.0858 -0.0908
H 6.893443 -5.677579 -2.415003 -0.1354 0.9531 -0.2213 0.1071
H 7.248991 -6.356589 -0.913540 -0.7365 0.0360 0.5146 0.1202
H 9.422114 -5.732565 -2.034667 -0.3338 0.0171 -0.1155 0.0879
H 9.187597 -5.047275 -0.423911 -0.2461 -0.6363 0.2866 0.0726
H 8.894994 -4.042251 -1.692674 0.1913 0.0098 -0.7954 0.0786
H 6.487493 -2.663937 -2.651136 0.1069 -0.3290 -0.1894 0.0758
H 4.838705 -2.192890 -2.699582 -0.2828 -0.0746 -0.2054 0.0410
H 5.294158 -3.697487 -3.575260 0.1494 -0.2453 0.5912 0.0466
O -4.782730 5.353608 -3.677217 1.0313 -0.9400 0.0037 -0.2706
S -4.359093 4.126724 -3.058084 0.2118 -1.6107 1.8567 0.6734
O -4.705743 2.802725 -3.593000 1.0138 2.1262 0.2787 -0.3041
O -2.724160 4.220627 -2.682469 -1.6617 0.4045 -2.1856 -0.2899
C -1.995409 3.052363 -2.213449 0.2464 0.5417 0.0887 -0.2276
C -0.515312 3.509716 -2.181540 -0.7761 0.6752 0.6247 -0.0383
C -4.956043 4.166492 -1.344891 -0.0827 0.6236 -0.6895 -0.1062
H -2.142299 2.163571 -2.827109 -0.3564 0.3958 0.0286 0.0729
H -2.444429 2.951361 -1.225379 0.7172 -0.8484 0.1361 0.0880
H 0.262632 2.762723 -2.023737 -0.5054 -0.2756 0.1477 0.0478
H -0.519791 4.232877 -1.366004 0.5071 0.0349 0.1931 0.0662
H -0.226262 4.088578 -3.058738 -0.3311 -0.2148 -0.3223 0.0756
H -4.310975 4.844369 -0.785899 0.2134 -0.3413 0.0310 0.0667
H -5.011817 3.153916 -0.945285 0.0978 0.1909 0.0219 0.0685
H -5.916998 4.678531 -1.394766 -0.1898 -0.3912 -0.0581 0.0534
O -1.299448 -1.908005 -5.661808 -0.3576 0.0043 2.2988 -0.3191
S -1.415577 -1.770763 -4.199492 -1.9631 0.3585 -1.3334 0.7082
O -2.417364 -2.580774 -3.459389 2.2551 1.1826 -1.3705 -0.3268
O 0.081062 -2.002320 -3.632176 -0.8707 0.8022 0.3625 -0.2582
C 0.472428 -3.340584 -3.344126 -0.0544 -1.7626 0.3441 -0.2701
C 1.644889 -3.411138 -2.404489 -0.1072 1.3069 0.2149 -0.0513
C -1.713857 0.034632 -3.783165 1.2630 -1.4579 1.0829 -0.0715
H 0.697679 -3.891420 -4.257333 -0.1060 0.2705 -0.3070 0.1266
H -0.310244 -3.890229 -2.821234 -0.5080 0.2504 -0.2806 0.0943
H 1.325447 -2.975761 -1.457648 0.0376 -0.1446 0.2597 0.0738
H 2.433646 -2.748193 -2.760100 0.3920 -0.3500 -0.1023 0.0622
H 1.951925 -4.442991 -2.233895 0.1296 0.1532 -0.1798 0.0899
H -0.721187 0.483030 -3.823636 -0.1033 0.1849 -0.4236 0.0324
H -1.960900 0.028686 -2.721547 -0.2265 -0.2088 0.0308 0.0401
H -2.493918 0.585084 -4.309108 0.1019 -0.7333 -0.5312 0.0853
O -8.362229 4.994266 -5.213669 -1.6061 -1.7777 2.9786 -0.2909
S -9.014090 4.127431 -4.201708 1.9192 2.3566 -0.3290 0.6806
O -9.350849 2.794579 -4.566921 -0.7442 -0.3589 -0.1400 -0.2818
O -8.002552 3.990324 -2.889277 -0.7419 1.5789 -1.8976 -0.2730
C -8.372697 3.121734 -1.850187 0.7177 -1.6408 1.0913 -0.2960
C -7.750700 1.763652 -2.059324 0.5902 -1.2264 -0.5899 -0.0769
C -10.475803 4.955814 -3.370004 0.8172 -0.7819 -1.0409 -0.0888
H -9.441614 2.986693 -1.685032 -0.1466 0.4291 -0.2809 0.1127
H -7.920941 3.494406 -0.930874 -0.2988 0.6075 0.0092 0.1122
H -6.665139 1.689487 -1.994738 0.2070 0.8142 -0.0513 0.0605
H -7.955470 1.380518 -3.059012 -0.3169 -0.0378 0.1160 0.0738
H -8.031745 1.005150 -1.328726 -0.6860 0.1521 0.1305 0.0726
H -10.175363 5.725229 -2.658783 0.2308 -0.3026 -0.0917 0.0717
H -10.993302 4.102469 -2.931737 -0.0841 0.3203 0.1871 0.0517
H -11.087432 5.399113 -4.155805 0.1234 -0.1287 -0.0428 0.0638
O 8.660932 0.047803 1.202998 -0.1678 -0.8593 2.1653 -0.3244
S 8.604921 -0.712107 2.459981 1.0927 -0.2760 -0.0614 0.7226
O 9.540080 -0.363165 3.565652 -2.7363 -0.8820 -2.4650 -0.3169
O 7.060303 -0.759609 3.085377 3.6877 0.0908 0.8394 -0.2578
C 5.998275 -1.207108 2.281177 -0.5060 -0.3565 -0.4475 -0.3081
C 5.751717 -0.176188 1.245960 -1.2069 1.0738 -0.4811 -0.0868
C 8.824217 -2.508439 1.963766 -0.1442 1.1843 0.6185 -0.0934
H 5.177165 -1.346441 2.984361 -0.1014 0.3747 -0.0598 0.1109
H 6.126702 -2.203435 1.858154 0.5180 -0.0332 -0.0124 0.0942
H 5.758818 0.811433 1.707105 -0.2156 0.0471 0.3527 0.0874
H 4.737819 -0.341044 0.881355 0.1387 0.1087 -0.5661 0.0620
H 6.513553 -0.049904 0.476689 -0.3056 -0.7259 -0.1564 0.0692
H 9.860010 -2.682980 1.672608 0.0293 0.3259 0.3184 0.0667
H 8.207084 -2.738493 1.095245 -0.2278 0.1933 0.2347 0.0425
H 8.543704 -3.069180 2.855387 0.0735 -0.1649 -0.2145 0.0698
O -1.937157 4.345699 1.338650 -1.1620 0.1087 1.4303 -0.2997
S -2.844002 4.764229 2.401089 -0.4597 -0.4719 0.9092 0.6018
O -3.244395 6.129430 2.506611 0.3713 0.5438 -0.1180 -0.2801
O -4.203823 3.926748 2.236981 0.0507 -1.3756 -0.2274 -0.2817
C -5.365638 4.208238 3.105096 0.4276 2.4114 0.4368 -0.2301
C -6.326596 3.094627 3.358976 0.8774 -1.8115 -0.2430 -0.0589
C -2.295688 4.141542 4.062194 -0.2087 0.1684 -1.8906 -0.0922
H -5.799425 5.089726 2.632963 -0.2920 -0.0796 0.1137 0.1202
H -4.974900 4.532669 4.069551 0.0552 0.1543 0.0061 0.1076
H -6.587673 2.597612 2.424671 -0.1792 -0.1292 0.0913 0.0785
H -7.219180 3.222383 3.971409 -0.0675 1.2050 -0.4185 0.0952
H -5.806990 2.394659 4.013315 0.2891 -0.5501 -0.3754 0.0570
H -2.918778 4.507865 4.878071 0.0332 0.1138 -0.3341 0.0576
H -1.254383 4.443014 4.175794 -0.1084 -0.2206 0.0659 0.0636
H -2.449228 3.074445 3.901466 0.4519 -0.0382 0.5137 0.0240
O -6.948776 -2.514969 4.844419 -2.6121 1.4202 -0.4357 -0.3148
S -8.201680 -1.777943 4.560525 -0.4380 -0.1936 -0.3278 0.7154
O -8.918035 -1.035224 5.615967 1.8434 -1.2395 -2.3027 -0.3087
O -7.924612 -0.754213 3.270177 -1.5744 -0.2501 2.5272 -0.2694
C -7.024677 -1.203870 2.296257 1.8246 0.1186 -0.9008 -0.2978
C -5.610099 -0.675547 2.634284 -0.0070 -0.6292 0.0942 -0.0453
C -9.488579 -2.885063 3.722353 1.1748 0.3773 0.6865 -0.0809
H -7.324114 -0.857472 1.307092 -0.3369 0.4904 0.2138 0.1090
H -7.106512 -2.283164 2.167691 0.4701 -0.1937 0.3527 0.0900
H -4.857986 -1.083355 1.958929 -0.0527 -0.0345 -0.1786 0.0688
H -5.330157 -0.970629 3.645551 -0.0553 -0.2341 0.0161 0.0640
H -5.499684 0.408827 2.627561 -0.4830 0.0260 -0.3063 0.0601
H -9.613304 -3.741762 4.384625 -0.1244 0.1626 0.0440 0.0635
H -9.128743 -3.242740 2.757633 0.2813 0.1767 0.1290 0.0552
H -10.410152 -2.321782 3.575695 0.2408 0.1135 0.3133 0.0668